101
Properties=species:S:1:pos:R:3 method="wB97M-V/def2-TZVPD" e_above_lowest_kj_mol=176.4 multiplicity=3 gap_ha="0.254 / 0.254" total_charge=-2
Ni 0.01001 -1.79790 -1.48330
C 3.55921 0.61037 -1.11043
C 2.18540 0.06863 -1.13946
N 1.89619 -1.15082 -1.29112
N 2.81123 -2.11034 -1.41747
C 2.16337 -3.29150 -1.37635
O 0.93263 -3.50384 -1.44283
C 3.10569 -4.46409 -1.20590
C 2.59893 -5.74168 -1.52760
C 3.41995 -6.85863 -1.38813
C 4.70504 -6.73927 -0.87221
C 5.23255 -5.45261 -0.61247
C 4.44201 -4.34553 -0.84368
C 1.05386 0.95826 -1.17287
C 1.13874 2.31698 -0.82492
C 0.03694 3.15206 -1.13943
C -1.13385 2.53452 -1.65333
C -1.19974 1.13117 -1.74186
N -0.14951 0.39373 -1.49391
H 4.28198 -0.13536 -1.45206
H 3.82446 0.75960 -0.11195
H 3.60494 1.54160 -1.60840
H 1.65436 -5.93740 -1.91132
H 3.12877 -7.87455 -1.58303
H 5.35679 -7.60195 -0.74142
H 6.25475 -5.30585 -0.32292
H 4.87002 -3.39714 -0.83218
H 2.02754 2.79024 -0.44585
H -0.02725 4.19483 -0.79229
H -1.97565 3.11500 -2.03815
H -2.18072 0.68479 -1.99893
C 2.25924 7.73350 4.13911
C 1.48541 6.50759 4.52949
C 0.66302 6.64091 5.75707
O 0.51586 6.09809 3.58719
P 0.79147 5.37014 2.10793
S 0.45196 6.70387 0.75123
S 2.59494 4.50727 2.05166
O -0.37983 4.33995 2.28787
C -0.03194 3.00695 2.67966
C -1.14020 2.09535 2.18047
C 0.14052 2.85829 4.15685
H 2.86033 8.14405 4.96279
H 1.48855 8.52835 3.72574
H 2.91412 7.57470 3.29688
H 2.22554 5.67688 4.62686
H 0.33990 7.66988 5.96012
H 1.15629 6.26564 6.65141
H -0.26583 6.04605 5.73985
H 0.87608 2.77906 2.12765
H -2.15223 2.54219 2.35194
H -1.16668 1.08606 2.61044
H -1.05546 1.89183 1.07765
H -0.82186 3.05203 4.76835
H 0.84270 3.65103 4.53884
H 0.48975 1.83372 4.39612
O 1.07413 0.05812 -4.30049
C 0.24598 -0.80283 -4.47886
N 0.00386 -1.87232 -3.67752
C -0.88428 -2.66480 -4.22749
O -1.20734 -3.77827 -3.84795
C -1.41272 -2.02793 -5.50515
C -2.37117 -2.41577 -6.42426
C -2.63072 -1.57960 -7.46668
C -1.96860 -0.36664 -7.64805
C -0.90739 0.02566 -6.76283
C -0.73931 -0.80611 -5.68011
H -2.94373 -3.34441 -6.21255
H -3.38326 -1.87376 -8.18127
H -2.20304 0.22055 -8.50833
H -0.36742 1.00662 -6.90440
C 0.89242 -3.13239 2.26682
C 0.10952 -1.83574 2.59224
C 0.78612 -0.63728 1.89956
C -1.41398 -1.93226 2.29536
C -2.26033 -2.25524 3.33880
C -3.61412 -2.36263 3.31984
C -4.22405 -2.23663 2.06827
C -3.49568 -1.87884 0.93595
C -4.27765 -1.48808 -0.29554
C -4.42566 0.03589 -0.31941
C -3.73671 -1.88842 -1.67691
C -2.05376 -1.87435 1.00399
O -1.37494 -1.77884 -0.11667
H 1.89555 -2.96993 2.67444
H 0.97108 -3.24670 1.19825
H 0.51871 -4.03923 2.82324
H 0.12080 -1.66436 3.67247
H 1.88856 -0.83185 1.93220
H 0.51281 0.31365 2.36440
H 0.56829 -0.68007 0.87515
H -1.68372 -2.54993 4.25998
H -4.16450 -2.78410 4.17084
H -5.28553 -2.43955 2.00857
H -5.26370 -1.95491 -0.03891
H -3.38850 0.33037 -0.22908
H -4.94307 0.43868 0.59372
H -4.87526 0.37855 -1.19296
H -2.77880 -1.42721 -1.83884
H -4.41170 -1.56455 -2.41705
H -3.60744 -2.96928 -1.83017

97
Properties=species:S:1:pos:R:3 method="wB97M-V/def2-TZVPD" e_above_lowest_kj_mol=122.6 gap_ha=0.237 total_charge=+1
Ti -0.41157 -0.74852 1.54150
C -2.20725 -2.29623 0.87996
C -2.71592 -0.91875 0.76322
C -3.08597 -0.51666 2.09758
C -2.63669 -1.47612 3.02745
C -2.06972 -2.56684 2.30307
C -1.68384 -3.83973 2.92700
C -2.98472 -1.29755 4.47071
C -4.00734 0.65806 2.47981
C -3.21510 -0.34391 -0.52126
C -2.26389 -3.36555 -0.16908
H -2.46248 -4.62181 2.86822
H -1.38158 -3.71431 3.91710
H -0.80695 -4.16877 2.34797
H -2.31514 -1.81212 5.12201
H -4.00651 -1.62107 4.77207
H -2.69716 -0.26353 4.76571
H -4.83051 0.28815 3.17694
H -4.38805 1.23556 1.63083
H -3.49975 1.49099 3.03270
H -3.84652 0.51241 -0.38835
H -3.72069 -1.08008 -1.11604
H -2.42305 0.09139 -1.15060
H -2.76092 -4.29933 0.05866
H -1.27790 -3.62521 -0.47632
H -2.77027 -3.01795 -1.10503
C 2.65939 1.55646 5.32422
O 2.63701 1.59575 3.90382
C 3.48704 2.40628 3.24776
C 4.68718 2.81746 3.78216
C 5.49161 3.77592 3.12463
C 5.04006 4.24131 1.90124
C 4.01748 3.56115 1.23015
C 3.12716 2.81285 1.94322
N 1.82359 2.60593 1.43101
C 1.31076 1.45517 0.99564
N 2.16945 0.46708 0.60644
C 1.83736 -0.65605 -0.18970
C 0.53480 -1.21172 -0.23873
C 0.23979 -2.04546 -1.28935
C 1.25699 -2.57693 -2.12600
C 2.59255 -2.26198 -1.96271
C 2.90868 -1.30176 -0.96490
O 4.13248 -0.75431 -0.80458
C 5.23069 -1.35867 -1.49600
N -0.02289 1.24060 0.88814
C -0.76897 2.28176 0.24282
C -1.85242 2.90708 0.85443
C -2.60903 3.92880 0.25887
C -2.26920 4.34335 -1.03070
C -1.39234 3.58250 -1.79902
C -0.57421 2.62165 -1.16366
O 0.33752 1.89134 -1.88950
C 1.17595 2.67400 -2.84062
H 3.58405 1.19560 5.72164
H 1.84686 0.89001 5.60871
H 2.38352 2.49142 5.87428
H 4.97552 2.37746 4.69737
H 6.31839 4.24284 3.63400
H 5.47725 5.15026 1.52769
H 3.88363 3.72476 0.17670
H 1.09221 3.15072 1.79975
H 3.10580 0.72170 0.60848
H -0.80649 -2.24514 -1.56720
H 0.99932 -3.26217 -2.94600
H 3.37808 -2.78085 -2.58165
H 5.97615 -0.68192 -1.24627
H 5.07016 -1.46035 -2.54679
H 5.43301 -2.32269 -0.99456
H -2.13523 2.56066 1.85762
H -3.55448 4.27806 0.69080
H -2.65255 5.30765 -1.47582
H -1.14175 3.85099 -2.86878
H 1.97347 2.04917 -3.17185
H 1.54480 3.50185 -2.20257
H 0.72276 3.04641 -3.75055
N -0.79728 -3.34231 -6.27272
C -1.70357 -2.41882 -6.64664
C -1.84618 -1.24662 -5.80394
C -2.81246 -0.31130 -6.21698
C -3.49240 -0.37688 -7.43660
C -3.33893 -1.55963 -8.13962
C -2.35138 -2.49299 -7.87036
H -0.17282 -3.06713 -5.50353
H -0.82370 -4.33087 -6.49699
H -1.08600 -0.99085 -4.97820
H -2.97481 0.62999 -5.65358
H -4.08145 0.46530 -7.72336
H -4.08786 -1.73359 -8.91386
H -2.09438 -3.31346 -8.57432
C 1.38435 -1.78779 4.89297
C 0.70073 -1.30865 3.64790
O 0.72391 -2.02780 2.60591
O 0.03745 -0.20999 3.50650
H 2.40830 -2.08888 4.70431
H 0.75560 -2.65399 5.28789
H 1.43935 -0.90226 5.54528

97
Properties=species:S:1:pos:R:3 method="wB97M-V/def2-TZVPD" e_above_lowest_kj_mol=0.0 gap_ha="0.235 / 0.235" total_charge=+3
Os -0.59426 -0.05618 -0.11909
C -1.83413 1.93507 1.83623
C -0.84076 0.77853 1.84146
N -2.03987 -0.77300 1.09146
N -3.25466 -0.99290 0.93902
C -3.60372 -0.99666 -0.41429
N -4.86207 -1.26284 -0.67165
S -2.43388 -0.64776 -1.56731
C 1.35062 -0.18730 2.99603
C 1.55536 -0.44996 4.34826
C 2.43161 -1.46419 4.71268
C 3.10574 -2.16176 3.72883
C 2.82720 -1.84243 2.40959
N 1.95427 -0.90848 2.05205
H -2.58658 1.78756 1.05890
H -1.33381 2.88191 1.67188
H -2.36806 2.02272 2.77627
H -5.50055 -1.46339 0.08752
H -5.22024 -1.27028 -1.61616
H 1.08218 0.13337 5.11854
H 2.60497 -1.67492 5.75945
H 3.83559 -2.92125 3.97104
H 3.35560 -2.33552 1.60324
C -0.27304 3.50823 -0.44432
C 0.96886 3.13830 0.35971
P 1.26249 1.35337 0.76707
C 3.05089 1.26690 0.58418
C 3.90708 1.41573 1.67283
C 5.27499 1.47634 1.45916
C 5.78556 1.37619 0.17127
C 4.93036 1.23154 -0.91218
C 3.55865 1.18542 -0.71110
C 0.55949 1.03861 2.46764
C 0.31213 1.97149 3.62412
C -0.65222 1.68590 4.51333
C -1.65849 0.58752 4.58757
C -2.10092 -0.33249 3.71009
C -1.42541 -0.49226 2.39470
P -1.01064 2.05058 -1.24612
C 0.07862 1.72411 -2.65496
C 0.57602 0.43936 -2.87832
C 1.46645 0.19182 -3.91405
C 1.84967 1.23009 -4.75003
C 1.34398 2.51073 -4.55165
C 0.46354 2.75801 -3.51227
C -2.59560 2.59935 -1.89675
C -3.46604 3.34121 -1.09234
C -4.67757 3.77750 -1.60441
C -5.02498 3.48221 -2.91633
C -4.16306 2.74664 -3.71909
C -2.95249 2.30026 -3.21369
H -0.01839 4.19069 -1.25618
H -1.02546 4.02264 0.14661
H 1.00036 3.67030 1.31375
H 1.86711 3.43929 -0.17764
H 3.51983 1.48616 2.68255
H 5.94397 1.60224 2.29971
H 6.85450 1.41999 0.01233
H 5.33112 1.16458 -1.91468
H 2.89257 1.08883 -1.56224
H 0.94938 2.83088 3.79398
H -0.72322 2.35694 5.36232
H -2.15891 0.57216 5.54937
H -2.88646 -1.01687 4.00206
H -0.62395 -1.24456 2.45377
H 0.27235 -0.43394 -2.28551
H 1.84261 -0.80841 -4.07803
H 2.53252 1.04071 -5.56739
H 1.63325 3.31627 -5.21292
H 0.06815 3.75805 -3.38096
H -3.20686 3.60248 -0.07424
H -5.34293 4.36323 -0.98485
H -5.96457 3.83742 -3.31773
H -4.42790 2.53088 -4.74535
H -2.28278 1.73704 -3.85167
C -2.82695 -4.26887 -0.05131
C -1.63640 -4.48387 0.87472
C -0.32344 -4.64126 0.10065
S 0.81139 -3.26821 0.33699
O 0.21261 -2.01959 -0.35438
C 2.14380 -3.81267 -0.79410
C 2.12599 -3.13186 -2.15784
C 0.98290 -3.57441 -3.06546
H -3.73855 -4.07842 0.51535
H -3.00283 -5.15917 -0.65556
H -2.64669 -3.44266 -0.74006
H -1.80027 -5.38300 1.46785
H -1.55001 -3.66826 1.60143
H -0.47695 -4.81025 -0.96606
H 0.27690 -5.46928 0.49044
H 2.02720 -4.89338 -0.88906
H 3.07637 -3.62569 -0.26814
H 3.08497 -3.36894 -2.62301
H 2.11756 -2.04737 -2.01576
H 0.94495 -4.66165 -3.14908
H 1.11505 -3.18802 -4.07575
H 0.01721 -3.22317 -2.69694

99
Properties=species:S:1:pos:R:3 method="wB97M-V/def2-TZVPD" e_above_lowest_kj_mol=0.0 gap_ha=0.220 total_charge=+1
Sn -0.51181 -0.66930 -1.99120
S 2.48810 -0.41744 -1.07861
C 2.51846 0.87594 -0.05023
N 3.46580 1.02673 0.87965
C 3.57479 2.28852 1.61539
C 2.21161 2.69896 2.05957
N 1.31274 2.78230 0.90634
C 0.26761 3.81913 1.02830
C 0.87809 5.19544 1.08926
C 0.75761 5.98421 2.22551
C 1.31363 7.25838 2.25771
C 1.99804 7.74197 1.15304
C 2.12451 6.95389 0.01380
C 1.56554 5.68631 -0.01893
C 1.41779 1.95948 -0.12423
S 0.40131 2.06453 -1.45867
C 4.56862 0.04249 0.95929
C 5.36357 0.13790 2.23315
C 4.77504 -0.21333 3.44672
C 5.50073 -0.15043 4.62539
C 6.83100 0.25658 4.60038
C 7.42613 0.59778 3.39576
C 6.69165 0.54143 2.21551
H 4.02579 3.06144 0.98594
H 4.21078 2.13928 2.47994
H 2.25566 3.68549 2.51575
H 1.80840 1.99036 2.79018
H -0.30540 3.60958 1.93515
H -0.39139 3.72808 0.17246
H 0.21654 5.60935 3.08860
H 1.20658 7.87158 3.14331
H 2.43089 8.73355 1.17587
H 2.64852 7.33408 -0.85385
H 1.65253 5.07565 -0.91269
H 5.20621 0.16519 0.08060
H 4.11862 -0.94450 0.87297
H 3.74072 -0.54624 3.46481
H 5.03560 -0.42804 5.56284
H 7.40313 0.29496 5.51829
H 8.46321 0.90730 3.37047
H 7.15890 0.80769 1.27379
C -5.07407 -2.36579 -0.48935
C -4.06049 -3.07391 -1.39984
C -2.73975 -3.25062 -0.65351
C -4.01608 -2.35490 -2.74533
C -4.76676 -2.90190 -3.78458
C -4.99214 -2.21412 -4.96387
C -4.52752 -0.91377 -5.06631
C -3.76383 -0.32232 -4.06142
C -3.45551 1.16143 -4.18816
C -4.12220 1.95939 -3.06226
C -1.96963 1.51550 -4.27683
C -3.42573 -1.08940 -2.93003
O -2.56424 -0.61813 -1.99017
H -5.19804 -2.90248 0.45571
H -6.04872 -2.28916 -0.97344
H -4.72514 -1.35241 -0.26834
H -4.44097 -4.07637 -1.61269
H -2.39971 -2.30704 -0.23115
H -1.95995 -3.63177 -1.31424
H -2.87022 -3.96193 0.16843
H -5.20196 -3.88723 -3.64545
H -5.55715 -2.66574 -5.76953
H -4.76876 -0.32551 -5.94594
H -3.91217 1.47462 -5.12857
H -3.68434 1.68656 -2.09939
H -5.19267 1.75229 -3.02007
H -3.98778 3.03410 -3.21529
H -1.53232 1.51293 -3.28234
H -1.83322 2.51915 -4.68651
H -1.42078 0.81692 -4.91322
N -0.68996 0.70402 5.29387
C -0.74053 -0.49633 4.66152
O -0.79765 -1.55784 5.23942
C -0.69739 -0.45759 3.15162
C -1.27770 0.55153 2.39600
C -1.24859 0.45186 1.01772
N -0.67366 -0.57720 0.39084
C -0.11646 -1.55731 1.11631
C -0.11270 -1.53096 2.49728
H -0.75346 0.71095 6.29841
H -0.66800 1.57810 4.80401
H -1.78218 1.39199 2.85667
H -1.70888 1.20492 0.38859
H 0.33227 -2.37350 0.55920
H 0.31766 -2.34076 3.07092
C 0.15108 -6.06911 -0.13574
N -0.14303 -5.94192 -1.55658
C -0.80812 -6.89412 -2.32321
C -0.91907 -6.39667 -3.56646
N -0.31973 -5.14932 -3.53824
C 0.15441 -4.86172 -2.30864
S 0.94945 -3.43251 -1.84233
H 0.40519 -7.10327 0.08404
H -0.70971 -5.76886 0.45967
H 0.99575 -5.42848 0.09860
H -1.14051 -7.82983 -1.90888
H -1.35675 -6.81298 -4.45614
H -0.25582 -4.49770 -4.30212

102
Properties=species:S:1:pos:R:3 method="wB97M-V/def2-TZVPD" e_above_lowest_kj_mol=87.8 multiplicity=3 gap_ha="0.264 / 0.301" total_charge=+1
Ti -0.56016 -0.48181 -0.74454
C -0.02189 -4.16716 1.12069
P -1.09502 -2.76060 0.66951
C -2.06044 -2.58349 2.20682
C -2.33649 -3.62901 -0.38478
C -1.86070 -3.76353 -1.82839
P -1.56592 -2.10012 -2.56059
C -0.68368 -2.52973 -4.10338
C -3.22991 -1.66155 -3.16836
H -0.63209 -4.92091 1.62302
H 0.79043 -3.86312 1.77825
H 0.43028 -4.60460 0.23319
H -2.59516 -3.51247 2.41669
H -2.78163 -1.77731 2.11495
H -1.40560 -2.36258 3.05042
H -3.26686 -3.05551 -0.33227
H -2.54127 -4.60841 0.06050
H -2.57052 -4.33065 -2.43816
H -0.90961 -4.30593 -1.86829
H -0.91801 -3.55231 -4.40460
H 0.39222 -2.43495 -3.95781
H -0.98990 -1.86696 -4.91310
H -3.57712 -2.37198 -3.92107
H -3.21236 -0.65715 -3.59288
H -3.93836 -1.65874 -2.34001
F -6.90410 1.83210 0.50771
C -5.67889 1.78380 -0.02042
C -4.89576 0.65037 0.11978
F -5.34442 -0.41394 0.79581
C -3.62833 0.65646 -0.42788
F -2.88288 -0.49542 -0.25203
C -3.07273 1.70688 -1.13562
S -1.47397 1.59711 -1.84766
C -3.89141 2.83052 -1.25292
F -3.46277 3.91071 -1.91316
C -5.16634 2.87659 -0.70983
F -5.90798 3.97423 -0.84464
C 1.26485 -0.73828 3.29808
N 1.04635 0.07327 2.09949
P 1.69826 -0.40279 0.58390
C 3.13627 0.69031 0.34072
C 3.91656 0.50918 -0.80037
C 5.01316 1.32190 -1.03516
C 5.34586 2.31913 -0.12466
C 4.58363 2.49130 1.01952
C 3.47991 1.68017 1.25272
C 2.62078 -1.97215 0.67658
C 2.49216 -2.81637 -0.42029
C 3.28012 -3.95504 -0.53603
C 4.19075 -4.26587 0.45955
C 4.33957 -3.41952 1.55432
C 3.57968 -2.26801 1.64814
P -0.46279 0.84830 1.63904
C -0.09192 2.63253 1.45392
C -0.63571 3.62107 2.27081
C -0.36890 4.96273 2.03183
C 0.44900 5.33523 0.97626
C 0.97839 4.35940 0.14161
C 0.69184 3.02652 0.37123
C -1.44431 0.89328 3.16698
C -2.80223 0.61077 3.10957
C -3.60682 0.73158 4.23629
C -3.05041 1.13797 5.43598
C -1.69539 1.44513 5.50566
C -0.90203 1.33646 4.37864
H 2.17741 -0.43940 3.82034
H 1.35243 -1.79685 3.04302
H 0.43508 -0.62988 3.99162
H 3.67473 -0.29230 -1.49041
H 5.62126 1.16975 -1.91722
H 6.20473 2.95044 -0.30317
H 4.84416 3.26062 1.73311
H 2.86650 1.82851 2.13110
H 1.77613 -2.56733 -1.20056
H 3.17591 -4.59735 -1.39957
H 4.79822 -5.15647 0.37934
H 5.06736 -3.65021 2.31975
H 3.74746 -1.58860 2.47409
H -1.28334 3.36268 3.09877
H -0.80665 5.71278 2.67518
H 0.66167 6.37952 0.79583
H 1.60228 4.63645 -0.69774
H 1.07448 2.27893 -0.31632
H -3.24989 0.30190 2.17608
H -4.66150 0.50733 4.16976
H -3.67017 1.22963 6.31658
H -1.26431 1.78300 6.43718
H 0.14178 1.61814 4.43358
C 2.88114 0.08744 -4.48386
As 1.40111 0.80871 -3.52215
C 1.94820 2.49808 -2.82335
C 0.01081 1.14081 -4.79482
O 0.96715 -0.28377 -2.32456
H 2.94993 0.56138 -5.46265
H 2.72431 -0.98466 -4.60138
H 3.79828 0.26566 -3.92662
H 2.19063 3.13538 -3.67436
H 2.83139 2.35037 -2.20096
H 1.13864 2.93968 -2.24257
H 0.17304 2.12735 -5.22665
H -0.94802 1.13140 -4.27929
H 0.05043 0.38384 -5.57643